{
  "formula": "C2H7OS",
  "method": "the ωB97M-V functional and the def2-TZVPD basis",
  "homo_lumo_gap_ha": 0.2316,
  "e_homo_ev": -2.7,
  "charge": -1,
  "species": ["O", "H", "C", "S", "C", "H", "H", "H", "H", "H", "H"],
  "coordinates": [[-0.5008, 0.5208, -2.1525], [-0.0428, 0.0943, -2.8825], [0.4266, -1.3315, 0.4161], [1.1902, 0.1610, 1.0559], [-0.2265, 1.2232, 0.7760], [-0.1454, -1.0428, -0.4791], [-0.2251, -1.7845, 1.1596], [1.2015, -2.0322, 0.1030], [-0.0545, 2.2927, 0.8863], [-0.5356, 0.9884, -0.2610], [-1.0876, 0.9106, 1.3784]],
  "forces_ev_per_angstrom": [[-0.157, -0.119, 0.160], [0.037, -0.012, -0.063], [-0.129, -0.006, -0.460], [0.346, 0.222, 0.387], [-1.125, -0.478, -0.688], [0.122, 0.045, -0.006], [-0.031, -0.142, 0.094], [0.013, -0.013, 0.168], [0.335, -0.156, 0.112], [0.343, 0.493, -0.126], [0.247, 0.165, 0.423]]
}

---

{
  "formula": "C2H7OS",
  "method": "the ωB97M-V functional and the def2-TZVPD basis",
  "homo_lumo_gap_ha": [0.3978, 0.2630],
  "e_homo_ev": [-10.1, -10.0],
  "charge": 0,
  "multiplicity": 2,
  "species": ["S", "H", "C", "O", "C", "H", "H", "H", "H", "H", "H"],
  "coordinates": [[1.2328, 2.2209, 2.2877], [2.1786, 1.3461, 2.6672], [-0.5961, 0.0861, -0.9783], [-1.0748, 0.9194, 0.0671], [-0.1324, -1.2727, -0.4898], [0.1836, 0.6076, -1.5421], [-1.4440, -0.0429, -1.6540], [-0.3786, 1.0055, 0.7328], [0.5005, -1.1794, 0.3957], [0.4922, -1.7564, -1.2477], [-0.9618, -1.9342, -0.2385]],
  "forces_ev_per_angstrom": [[0.034, -0.002, 0.029], [-0.009, 0.004, -0.005], [-0.342, 0.084, 0.027], [-0.019, -0.094, 0.101], [0.421, -0.145, -0.066], [0.149, -0.096, 0.035], [0.062, 0.057, -0.041], [-0.066, 0.036, -0.107], [-0.021, 0.099, 0.050], [-0.193, -0.041, -0.018], [-0.016, 0.097, -0.005]]
}

---

{
  "formula": "C2H7OS2",
  "method": "the ωB97M-V functional and the def2-TZVPD basis",
  "homo_lumo_gap_ha": 0.2235,
  "e_homo_ev": -2.6,
  "charge": -1,
  "species": ["C", "O", "H", "H", "H", "C", "S", "S", "H", "H", "H", "H"],
  "coordinates": [[0.4010, 2.0740, -0.2222], [0.6121, 0.9231, 0.5976], [-0.4599, 1.9341, -0.9271], [0.2033, 2.9818, 0.4178], [1.2576, 2.3286, -0.8412], [0.6761, -1.6428, -0.2024], [-0.8911, -2.4513, 0.2666], [-2.3121, -0.8756, 0.2582], [0.6419, -0.5522, 0.0541], [0.7810, -1.7175, -1.2812], [1.5189, -2.2363, 0.2902], [-2.4288, -0.7659, 1.5896]],
  "forces_ev_per_angstrom": [[-0.434, -1.543, 1.808], [-0.125, 1.909, -1.010], [0.140, 0.231, 0.259], [-0.094, -0.337, -0.520], [0.558, 0.139, -0.387], [0.436, -1.546, 0.111], [-0.288, 0.593, -0.169], [0.507, -0.831, 0.033], [0.191, 0.498, 0.561], [0.085, -0.210, -0.201], [-1.110, 0.902, -0.452], [0.136, 0.197, -0.034]]
}

---

{
  "formula": "C2H7OS2",
  "method": "the ωB97M-V functional and the def2-TZVPD basis",
  "homo_lumo_gap_ha": 0.2249,
  "e_homo_ev": -2.4,
  "charge": -1,
  "species": ["C", "O", "H", "H", "H", "C", "S", "S", "H", "H", "H", "H"],
  "coordinates": [[-0.8167, 0.0960, 2.5640], [-1.8478, 0.2051, 3.1806], [-0.7748, -0.1299, 1.4972], [2.5767, 5.4166, -4.6381], [0.1676, 0.2676, 3.0479], [-0.4631, -1.6493, -1.8027], [0.7783, -0.9929, -0.6457], [0.4304, 1.0281, -0.5585], [-0.1764, -2.7019, -1.8714], [-1.4639, -1.6254, -1.3770], [-0.4706, -1.0639, -2.7098], [3.1830, 5.2272, -4.2673]],
  "forces_ev_per_angstrom": [[0.109, 0.150, -0.099], [-0.069, -0.028, 0.232], [0.001, -0.118, -0.212], [-0.174, 0.058, -0.110], [-0.070, -0.030, 0.015], [0.079, -0.078, 1.051], [0.004, -0.039, 0.009], [-0.082, 0.112, -0.027], [-0.060, 0.043, -0.651], [-0.130, 0.171, 0.149], [0.220, -0.183, -0.467], [0.173, -0.059, 0.111]]
}

---

{
  "formula": "C2H7OSi",
  "method": "the ωB97M-V functional and the def2-TZVPD basis",
  "homo_lumo_gap_ha": 0.4131,
  "e_homo_ev": -16.3,
  "charge": 1,
  "species": ["C", "C", "O", "Si", "H", "H", "H", "H", "H", "H", "H"],
  "coordinates": [[0.9616, 1.8520, -1.1407], [-1.0227, -1.6653, 0.2275], [0.9111, 0.6595, -0.9850], [0.0293, -0.2738, 0.9870], [1.1507, 2.2471, -2.1748], [0.8535, 2.5052, -0.2420], [-1.8983, -1.1745, -0.4462], [-0.2748, -2.3831, -0.3085], [-1.5596, -2.3209, 1.0422], [-0.4568, 1.1125, 1.1076], [1.3060, -0.5587, 1.9329]],
  "forces_ev_per_angstrom": [[0.337, 1.176, -0.041], [-0.885, -0.239, -0.100], [-0.612, -2.020, 1.010], [1.288, -0.288, -0.417], [-0.122, -0.062, 0.922], [-0.035, 0.111, -0.802], [2.347, -1.355, 1.332], [-1.573, 1.339, 0.566], [1.114, 1.389, -1.327], [-0.221, -0.303, 0.281], [-1.639, 0.253, -1.423]]
}

---

{
  "formula": "C2H7PS",
  "method": "the ωB97M-V functional and the def2-TZVPD basis",
  "homo_lumo_gap_ha": [0.2682, 0.2700],
  "e_homo_ev": [-8.6, -8.6],
  "charge": 0,
  "species": ["C", "C", "P", "S", "H", "H", "H", "H", "H", "H", "H"],
  "coordinates": [[-0.7781, 0.8640, -0.0715], [-0.0317, -0.2714, -0.6540], [0.1483, -1.8633, 0.1597], [2.5816, 0.3162, 0.0100], [-1.8385, 0.7412, -0.3166], [-0.6958, 0.8821, 1.0130], [-0.4519, 1.8165, -0.4841], [0.2319, -0.2238, -1.7006], [-0.1594, -1.3984, 1.4381], [-1.1860, -2.2690, -0.0452], [2.1796, 1.4060, 0.6512]],
  "forces_ev_per_angstrom": [[0.058, 0.190, -0.041], [2.460, 0.908, 0.706], [0.320, -0.620, -0.071], [-2.040, -0.753, -0.744], [-0.103, -0.068, -0.052], [-0.002, -0.007, 0.006], [-0.033, 0.031, -0.018], [-0.155, -0.041, -0.179], [0.024, 0.136, 0.395], [-0.396, -0.107, -0.186], [-0.131, 0.330, 0.184]]
}

---

{
  "formula": "C2H7S",
  "method": "the ωB97M-V functional and the def2-TZVPD basis",
  "homo_lumo_gap_ha": 0.1953,
  "e_homo_ev": -1.8,
  "charge": -1,
  "species": ["C", "H", "H", "H", "H", "C", "S", "H", "H", "H"],
  "coordinates": [[1.6318, -0.4304, 3.9155], [2.6787, -0.2885, 4.1857], [1.2077, 0.4914, 3.4485], [1.4680, -1.2523, 3.1442], [0.9820, -0.7831, 4.6438], [-1.5373, 0.2393, -0.9633], [-0.0848, 0.1280, -1.9365], [-2.2501, -0.6308, -0.8947], [-2.1411, 1.0157, -1.3300], [-1.1560, 0.5460, 0.0735]],
  "forces_ev_per_angstrom": [[-0.181, -0.082, -3.228], [-0.291, -0.235, 0.109], [0.435, -0.656, 0.481], [0.860, 1.118, 0.542], [-0.826, -0.143, 2.082], [-0.097, -0.512, 2.467], [1.347, -0.597, -1.289], [0.926, 0.281, 0.079], [-1.002, 1.364, -0.324], [-1.171, -0.538, -0.919]]
}

---

{
  "formula": "C2H7S2",
  "method": "the ωB97M-V functional and the def2-TZVPD basis",
  "homo_lumo_gap_ha": 0.2361,
  "e_homo_ev": -2.8,
  "charge": -1,
  "species": ["S", "H", "C", "C", "S", "H", "H", "H", "H", "H", "H"],
  "coordinates": [[-3.3416, -0.4286, -1.0956], [-3.8374, 0.4196, -1.9821], [1.7125, 0.5449, 0.5930], [0.3393, -0.0527, 0.5263], [0.2516, -1.4929, -0.6668], [2.4312, -0.2548, 0.8078], [1.9148, 1.2618, 1.4029], [2.0076, 1.1273, -0.2795], [-0.0145, -0.5484, 1.4239], [-0.4166, 0.6530, 0.1967], [-1.0470, -1.2291, -0.9266]],
  "forces_ev_per_angstrom": [[0.201, -0.383, 0.488], [-0.095, 0.346, -0.380], [1.064, 0.130, 0.810], [-0.635, -0.786, -0.648], [0.354, 0.719, 0.210], [0.159, 0.112, -0.451], [-0.711, -0.142, 0.211], [-0.121, -0.518, -0.407], [0.262, 0.566, 0.506], [-0.119, 0.029, -0.011], [-0.359, -0.074, -0.329]]
}

---

{
  "formula": "C2H7S2",
  "method": "the ωB97M-V functional and the def2-TZVPD basis",
  "homo_lumo_gap_ha": 0.2465,
  "e_homo_ev": -3.0,
  "charge": -1,
  "species": ["S", "H", "C", "C", "S", "H", "H", "H", "H", "H", "H"],
  "coordinates": [[-0.0676, -3.0286, 0.7233], [0.8986, -2.9316, 1.6506], [0.6687, 1.3829, -0.2672], [-0.4570, 0.4353, -0.6904], [-1.6758, 0.1426, 0.6154], [0.2562, 2.3148, 0.1186], [1.2804, 0.9268, 0.5044], [1.2985, 1.5991, -1.1396], [-0.0373, -0.5422, -0.9141], [-0.9691, 0.8137, -1.5677], [-1.1956, -1.1129, 0.9666]],
  "forces_ev_per_angstrom": [[0.017, -0.064, -0.010], [-0.009, 0.042, 0.006], [-0.295, -0.107, -0.433], [0.397, -0.020, 0.407], [-0.219, 0.037, 0.160], [0.058, 0.092, 0.007], [0.049, -0.070, 0.121], [0.042, 0.071, 0.155], [-0.008, -0.149, -0.132], [-0.118, 0.085, -0.161], [0.086, 0.084, -0.120]]
}

---

Quick rundown of E_tot, same order as above: -15069.74059, -15068.45182, -25904.64111, -25905.28406, -12103.35522, -22308.65698, -13022.66627, -23858.91566, -23859.21510 eV
Quick rundown of ΔE to the lowest compared entry with this formula, charge and spin, same order as above: 160.67, 44.62, 217.43, 155.40, 135.63, 289.24, 91.77, 28.89, 0.00 kJ/mol